The following is a DFT calculation (ωB97M-V with the def2-TZVPD basis set) of a 2-piece molecular cluster, C3H7NO2 overall.

Output
SMILES: N=C=O.CCO
2S+1: 1
ΔE to the lowest compared entry with this formula, charge and spin in kcal/mol: 28.8
HOMO in eV: -10.675
M in g/mol: 89.1
Frontier orbital gap in eV: 11.3
Total energy in eV: -8809.2808

Structure (XYZ):
```
13
Properties=species:S:1:pos:R:3:forces:R:3
C 2.1242 0.7015 0.3128 0.3 0.1 0.1
H 0.7353 -0.2058 1.4447 0.2 0.2 0.0
H -1.6619 0.1331 1.7696 0.0 -0.1 0.0
H 0.7457 -1.0015 -0.5702 -1.0 0.8 -0.7
H -0.7852 -1.5880 -1.1788 -0.1 -0.1 -0.1
H -0.7489 1.2687 -0.0357 0.2 -0.4 0.0
O 2.6741 1.2195 -0.5873 -0.4 -0.4 0.6
C -1.1016 0.2249 -0.1128 0.1 0.0 -0.3
H -0.1682 -0.1572 -1.9820 0.5 -0.3 0.2
H -2.1255 0.2996 -0.5206 0.3 -0.2 0.0
C -0.2343 -0.6642 -1.0090 -0.3 -0.1 -0.1
N 1.6757 0.1691 1.3022 0.4 0.3 -0.2
O -1.1294 -0.3996 1.1672 -0.1 0.1 0.4
```
Positions in Å, forces in eV/Å.